Record 1
A gas-phase ion, C3H6NO (charge +1), computed with wB97M-V/def2-TZVPD.

Geometry as ORCA input:
```
! RIJCOSX wB97M-V def2-TZVPD def2/J DEFGRID3
* xyz 1 1
O 2.3693 0.0199 -0.1633
C 1.1975 -0.0188 -0.0449
C 0.0889 1.0557 0.0641
N -0.9059 0.0131 -0.2144
C 0.1747 -1.0515 0.0159
H 0.0780 1.4038 0.9983
H 0.0971 1.8878 -0.5700
H -1.6603 0.0780 0.4813
H -1.4491 0.0298 -1.0067
H 0.0788 -2.0277 -0.6439
H -0.0690 -1.3900 1.0836
*
```

## Properties
**Highest occupied orbital energy**: -15.3420 eV
**SMILES**: O=C1C[NH2+]C1
**Energy above the lowest of the compared OMol25 structures with the same formula, charge and spin**: 29.3 kcal/mol
**Total energy**: -6736.7046 eV

Want to see where the charge sits? The Löwdin charges in e are:
1. O 0.221
2. C -0.361
3. C 0.018
4. N 0.115
5. C 0.025
6. H 0.110
7. H 0.141
8. H 0.198
9. H 0.153
10. H 0.198
11. H 0.182

=====

Record 2
2 unconnected molecules or ions with the total composition C3H4N2OS, computed with wB97M-V/def2-TZVPD.

Geometry as ORCA input:
```
! RIJCOSX wB97M-V def2-TZVPD def2/J DEFGRID3
* xyz 0 1
C -1.9928 -1.0624 -1.3774
N -2.2343 -0.1592 -0.6358
S -2.7499 1.1036 0.0826
H -1.4794 -1.9505 -1.6081
C 1.3713 1.1910 0.6997
N 1.4179 -0.1725 0.3298
C 0.9700 -1.2584 0.2881
O 0.6048 -2.3273 -0.0039
H 2.0089 1.7897 -0.0287
H 0.3782 1.4375 0.5637
H 1.7052 1.4084 1.6901
*
```

## Properties
**Highest occupied orbital energy**: -8.8280 eV
**SMILES**: C#[N+][S-].CN=C=O
**Energy above the lowest of the compared OMol25 structures with the same formula, charge and spin**: 66.8 kcal/mol
**Total energy**: -19036.1518 eV

Want to see where the charge sits? The Löwdin charges in e are:
1. C 0.083
2. N -0.704
3. S 0.593
4. H 0.063
5. C -0.080
6. N 0.085
7. C -0.363
8. O 0.112
9. H 0.112
10. H 0.022
11. H 0.077

=====

Record 3
A molecular structure, C31H76N5O13Sr, computed with wB97M-V/def2-TZVPD.

Geometry as ORCA input:
```
! RIJCOSX wB97M-V def2-TZVPD def2/J DEFGRID3
* xyz 1 1
Sr -6.5535 30.8196 -25.0877
O -3.1626 29.8983 -22.2543
C -4.1620 30.5582 -22.9109
O -3.7846 31.4111 -23.7516
O -5.3464 30.1088 -22.9364
H -2.5427 30.5943 -22.6053
C -9.7970 30.1892 -22.9601
O -8.6706 29.6014 -23.6253
C -8.7805 28.2065 -23.7550
C -8.1675 27.8773 -25.0909
N -6.6981 28.2725 -25.0467
C -6.0049 27.8319 -26.2770
C -4.5282 28.1409 -26.1955
O -4.4405 29.5642 -26.0599
C -3.2434 30.1310 -26.5367
H -10.6637 30.0962 -23.6215
H -9.5314 31.2295 -22.7935
H -10.0205 29.6470 -22.0400
H -9.8283 27.9068 -23.7096
H -8.1184 27.6942 -23.0468
H -8.5912 28.3744 -25.9650
H -8.1168 26.7864 -25.1697
H -6.3644 27.7071 -24.2630
H -6.4569 28.3638 -27.1202
H -6.1578 26.7620 -26.4569
H -3.9942 27.8503 -27.1045
H -4.0476 27.5518 -25.4077
H -3.2023 31.1904 -26.2877
H -3.0192 30.0472 -27.6044
H -2.3743 29.7299 -26.0041
C -3.3241 27.7596 -15.8565
O -3.1512 26.5734 -16.6015
C -2.7496 26.7779 -17.9419
C -1.3782 27.3996 -18.1324
N -1.3525 28.8450 -18.1205
C -1.8306 29.4743 -19.3470
C -1.3908 30.9202 -19.4158
O 0.0076 30.9982 -19.4356
C 0.4896 32.2398 -19.8926
H -4.1078 28.3984 -16.2760
H -2.4097 28.3406 -15.7248
H -3.6237 27.4194 -14.8645
H -3.5223 27.3924 -18.4335
H -2.8608 25.8309 -18.4720
H -0.9066 26.9309 -19.0105
H -0.7928 27.1441 -17.2433
H -0.3886 29.1469 -18.0239
H -2.9242 29.4612 -19.3640
H -1.4844 28.8718 -20.1983
H -1.8017 31.5084 -18.5787
H -1.8555 31.4766 -20.2446
H 0.2095 33.0251 -19.1710
H 0.0795 32.4990 -20.8699
H 1.5718 32.2698 -19.7737
C -2.0799 26.7662 -22.7201
O -3.2343 25.9762 -22.4919
C -4.3766 26.6979 -22.0548
C -5.5571 25.7698 -21.9989
N -6.1523 25.5117 -23.3254
C -7.3339 24.6703 -23.2491
C -7.6933 24.1003 -24.6235
O -9.0372 23.6940 -24.6116
C -9.4453 23.0456 -25.8022
H -1.2623 26.0914 -22.9609
H -1.8511 27.3262 -21.8105
H -2.2575 27.4486 -23.5570
H -4.6092 27.4970 -22.7562
H -4.1815 27.0965 -21.0548
H -6.2489 26.2623 -21.3106
H -5.2608 24.8113 -21.5583
H -5.4363 24.9410 -23.7706
H -8.2177 25.1581 -22.8323
H -7.1192 23.8115 -22.5989
H -7.0773 23.2068 -24.7970
H -7.4997 24.8070 -25.4417
H -10.5156 22.8920 -25.6913
H -8.9572 22.0764 -25.9329
H -9.2646 23.6252 -26.7117
C -1.8587 34.4573 -27.5165
O -2.9256 33.5810 -27.2445
C -4.1627 34.1638 -27.5976
C -5.3106 33.2247 -27.2355
N -5.3916 33.0022 -25.7654
C -6.1681 34.0804 -25.1600
C -6.3448 33.8501 -23.6634
O -7.0995 32.6452 -23.3959
C -7.0892 32.4838 -21.9855
H -1.8290 34.8458 -28.5410
H -0.9142 33.9521 -27.3321
H -1.9419 35.3557 -26.8920
H -4.2243 34.3180 -28.6809
H -4.2238 35.1409 -27.1060
H -5.0995 32.2457 -27.6798
H -6.2501 33.5606 -27.6736
H -4.4108 33.0495 -25.4882
H -7.1362 34.1567 -25.6700
H -5.7849 35.0858 -25.3691
H -6.8206 34.6951 -23.1629
H -5.3185 33.8106 -23.2843
H -6.0941 32.5336 -21.5421
H -7.4696 31.4928 -21.7353
H -7.7260 33.1488 -21.3932
C 4.5947 31.4733 -20.1370
O 4.1520 32.1968 -21.2784
C 5.1158 32.2794 -22.3055
C 4.4326 32.5810 -23.6452
N 3.8836 31.4123 -24.3611
C 2.9016 30.6940 -23.5547
C 1.5786 31.4077 -23.3145
O 0.7907 31.3747 -24.5110
C -0.5568 31.7543 -24.2914
H 4.5539 30.4021 -20.3545
H 3.9150 31.7124 -19.3233
H 5.6209 31.7408 -19.8757
H 5.6831 31.3526 -22.4545
H 5.8269 33.0747 -22.0637
H 5.2060 33.0442 -24.2588
H 3.6133 33.2918 -23.5013
H 3.4876 31.7243 -25.2367
H 3.3354 30.3859 -22.6064
H 2.6069 29.7536 -24.0317
H 1.7032 32.4803 -23.1434
H 1.0814 30.9063 -22.4776
H -0.6375 32.7555 -23.8621
H -0.9920 30.9515 -23.6930
H -1.0426 31.7452 -25.2654
*
```

## Properties
**Highest occupied orbital energy**: -10.0080 eV
**Total energy**: -68275.2513 eV

Löwdin atomic charge list, values in e, 99 entries:
1. Sr 1.619
2. O 0.075
3. C -0.766
4. O -0.050
5. O -0.138
6. H 0.092
7. C -0.054
8. O -0.272
9. C -0.203
10. C -0.156
11. N -0.172
12. C -0.196
13. C -0.170
14. O -0.292
15. C -0.097
16. H 0.100
17. H 0.080
18. H 0.105
19. H 0.139
20. H 0.130
21. H 0.126
22. H 0.102
23. H 0.078
24. H 0.123
25. H 0.123
26. H 0.135
27. H 0.130
28. H 0.057
29. H 0.106
30. H 0.102
31. C -0.117
32. O -0.185
33. C -0.229
34. C -0.212
35. N -0.060
36. C -0.210
37. C -0.240
38. O -0.183
39. C -0.100
40. H 0.087
41. H 0.077
42. H 0.087
43. H 0.106
44. H 0.120
45. H 0.116
46. H 0.128
47. H 0.108
48. H 0.113
49. H 0.100
50. H 0.131
51. H 0.109
52. H 0.094
53. H 0.078
54. H 0.079
55. C -0.088
56. O -0.191
57. C -0.220
58. C -0.191
59. N -0.056
60. C -0.206
61. C -0.245
62. O -0.187
63. C -0.102
64. H 0.092
65. H 0.067
66. H 0.074
67. H 0.097
68. H 0.123
69. H 0.126
70. H 0.129
71. H 0.121
72. H 0.119
73. H 0.124
74. H 0.129
75. H 0.099
76. H 0.091
77. H 0.090
78. H 0.086
79. C -0.097
80. O -0.196
81. C -0.216
82. C -0.173
83. N -0.172
84. C -0.203
85. C -0.188
86. O -0.301
87. C -0.109
88. H 0.094
89. H 0.093
90. H 0.094
91. H 0.134
92. H 0.124
93. H 0.113
94. H 0.126
95. H 0.100
96. H 0.127
97. H 0.130
98. H 0.137
99. H 0.132

=====

Record 4
A molecular structure, C3H4NO, computed with wB97M-V/def2-TZVPD.

Geometry as ORCA input:
```
! RIJCOSX wB97M-V def2-TZVPD def2/J DEFGRID3
* xyz 1 1
C -0.4000 1.7049 0.5808
C 0.2554 -1.7786 -0.6972
C -0.8938 0.4918 0.5150
N 1.3334 -1.3508 -0.5935
O -0.9733 -0.6491 0.2175
H -0.6627 2.4817 -0.1050
H -0.1224 2.0888 1.5542
H -0.3608 -2.5753 -0.9798
H 1.8242 -0.4133 -0.4919
*
```

## Properties
**Highest occupied orbital energy**: -14.8574 eV
**Energy above the lowest of the compared OMol25 structures with the same formula, charge and spin**: 52.8 kcal/mol
**Total energy**: -6702.3790 eV

Want to see where the charge sits? The Löwdin charges in e are:
1. C 0.107
2. C 0.138
3. C -0.139
4. N 0.281
5. O 0.098
6. H 0.092
7. H 0.098
8. H 0.138
9. H 0.187